[1]
The following is a DFT calculation (ωB97M-V with the def2-TZVPD basis set) of C3H7AgCl2NO as an isolated structure in a non-equilibrium geometry.

Each line ends with the Mulliken charge.
Geometry (Å):
Ag -10.69914 7.97065 -4.21852  0.38
Cl -8.78817 6.22155 -4.06137  -0.74
Cl -10.27666 10.02210 -2.64250  -0.75
C -15.09597 7.29200 -5.89875  -1.10
C -13.65145 7.53419 -6.24222  0.54
O -12.83022 7.67599 -5.36846  -0.39
N -13.27980 7.53952 -7.54662  -0.16
C -14.11952 7.54277 -8.71029  -0.81
H -15.30151 6.21963 -5.84979  0.26
H -15.81384 7.72038 -6.60007  0.38
H -15.28473 7.70550 -4.91312  0.31
H -12.31123 7.77244 -7.70498  0.22
H -15.11133 7.16456 -8.48746  0.30
H -13.69649 6.86258 -9.45476  0.29
H -14.17961 8.53751 -9.15627  0.26

Atoms 1-2, force components in eV/Å:
0.9 0.1 0.7
-0.5 0.2 -0.3

Summary:
LUMO level   2.42 eV
HOMO-LUMO gap   6.75 eV
Charge   -1
Total energy   -1315.9893 Eh
E_HOMO   -4.33 eV

[2]
The following is a DFT calculation (ωB97M-V with the def2-TZVPD basis set) of C3H7B3I2O3Ti as an isolated structure in a non-equilibrium geometry.

Each line ends with the Löwdin spin population.
Geometry (Å):
C 1.89697 0.97185 -0.10299  -0.01
C 1.19775 -0.49447 -0.32152  -0.01
I 2.65073 -2.06656 -0.86765  -0.02
C 0.27251 -1.01907 0.92563  0.00
I 0.95012 -0.40616 2.91354  0.00
B -1.32852 -0.64563 0.72417  0.00
O -1.99805 0.47817 1.41934  0.00
B -2.42048 1.38829 0.31263  0.00
O -3.02360 0.88728 -0.94981  0.00
B -2.56460 -0.48623 -1.25872  0.00
O -2.19389 -1.47482 -0.18593  0.00
H 1.80560 1.54546 -1.14602  0.00
H 3.07190 0.86060 0.07040  0.00
H 1.37543 1.66224 0.68523  0.00
H 0.46560 -0.38348 -1.25665  0.00
H 0.32354 -2.21178 0.90467  0.00
H -2.29095 2.54437 0.48409  0.00
H -2.46645 -0.87909 -2.36365  0.00
Ti 4.27640 -0.27097 0.01324  1.05

Atoms 1-2, force components in eV/Å:
0.1 -0.2 -2.0
-2.8 1.2 0.1

Summary:
LUMO level (spin up / spin down)   -4.75 / -4.66 eV
HOMO-LUMO gap (spin up / spin down)   6.65 / 5.79 eV
Charge   +1
Total energy   -1863.3809 Eh
E_HOMO (spin up / spin down)   -11.40 / -10.45 eV
Spin multiplicity   2

[3]
The following is a DFT calculation (ωB97M-V with the def2-TZVPD basis set) of a single C3H7BS3 molecule in a non-equilibrium geometry.

Each line ends with the Mulliken charge.
Geometry (Å):
C -2.43503 -0.92208 -0.84485  -0.58
S -1.60781 -2.18356 0.22970  -0.12
B 0.04730 -1.42024 0.27161  0.31
S 1.20150 -1.34372 1.68425  -0.14
C 2.32847 0.18365 1.10750  -0.35
C 1.71682 1.38951 0.68065  -0.39
S 2.11210 2.38388 -0.46287  -0.23
H -3.42059 -0.74053 -0.34802  0.29
H -2.47031 -1.29269 -1.94461  0.24
H -1.70166 -0.09420 -0.65373  0.14
H 0.31547 -0.30266 -0.29536  -0.13
H 3.15213 -0.35683 0.47248  0.29
H 2.73932 0.59403 2.01749  0.31
H 1.19083 1.97950 1.33380  0.35

Atoms 1-2, force components in eV/Å:
0.8 -0.3 -0.3
1.0 -0.1 -0.3

Summary:
LUMO level   -0.57 eV
HOMO-LUMO gap   8.28 eV
Total energy   -1337.8560 Eh
SMILES string   CSBSCC=S
E_HOMO   -8.85 eV

[4]
The following is a DFT calculation (ωB97M-V with the def2-TZVPD basis set) of C3H7BrCu3NO as an isolated structure in a non-equilibrium geometry.

Each line ends with the Mulliken charge.
Geometry (Å):
Cu -1.67282 2.95830 0.24308  0.77
Cu -3.08046 0.08233 -1.64370  0.78
Cu 1.25074 3.02911 -1.56190  0.77
Br -1.33291 2.12641 -2.45801  -0.50
C -0.92818 -1.18175 0.74870  0.14
O -1.79079 -1.32180 -0.16533  -0.63
N 0.28560 -0.67091 0.50322  0.16
C 1.21530 -0.57884 1.60506  -0.90
C 0.65392 -0.42318 -0.94606  -0.22
H -1.06640 -1.30827 1.83363  0.36
H 1.56475 0.44408 1.74513  0.32
H 2.02919 -1.30165 1.54837  0.33
H 0.76709 -0.74628 2.58444  0.31
H 1.29667 -1.22695 -1.30513  0.35
H -0.23250 -0.45546 -1.57956  0.23
H 1.04078 0.57485 -1.15193  -0.25

Atoms 1-2, force components in eV/Å:
0.0 -0.3 -1.2
1.0 -0.4 0.4

Summary:
LUMO level   -9.92 eV
HOMO-LUMO gap   6.61 eV
Charge   +2
Total energy   -7743.2415 Eh
E_HOMO   -16.53 eV

[5]
The following is a DFT calculation (ωB97M-V with the def2-TZVPD basis set) of C3H7BrNO as an isolated structure in a non-equilibrium geometry.

Each line ends with the Mulliken charge.
Geometry (Å):
C 1.08896 -2.20319 0.15798  -0.62
C 1.08581 -0.87782 0.10016  0.16
C -0.52184 0.34841 0.18964  -0.01
N -0.06996 1.55881 -0.59391  -0.39
O -0.76155 0.81817 1.44136  -0.45
Br 2.70981 0.31183 0.18942  -0.15
H 1.98600 -2.68131 0.22020  0.29
H 0.24849 -2.74942 0.21306  0.32
H -1.11900 -0.27532 -0.46764  0.43
H 0.93686 1.98383 -0.31888  0.32
H 0.19240 1.52704 -1.58779  0.38
H -0.64049 2.30441 -0.27151  0.35
H -0.79367 0.19525 2.11679  0.36

Atoms 1-2, force components in eV/Å:
0.8 4.2 -0.1
-1.4 2.9 0.6

Summary:
LUMO level   -3.65 eV
HOMO-LUMO gap   10.35 eV
Charge   +1
Total energy   -2822.1375 Eh
E_HOMO   -14.00 eV

[6]
The following is a DFT calculation (ωB97M-V with the def2-TZVPD basis set) of a 2-piece molecular cluster, C3H7BrNO overall in a non-equilibrium geometry.

Each line ends with the Mulliken charge.
Geometry (Å):
C 1.28930 -1.27656 -0.42738  -0.16
C 0.14648 -1.42976 0.37525  -0.01
C -1.63048 0.47738 -0.37374  -0.42
N -0.84802 1.15630 0.70221  -0.25
O 1.06227 -0.53253 0.78213  -0.46
Br -3.30602 -0.29625 -0.01980  0.04
H 2.06446 -2.06678 -0.44870  0.25
H 1.23008 -0.75668 -1.29962  0.25
H -0.45341 -2.21564 0.94869  0.31
H -1.67752 0.89993 -1.42806  0.34
H -0.83211 2.14852 0.58361  0.33
H 0.26170 0.90983 0.78946  0.39
H -1.40763 0.66807 1.40332  0.39

Atoms 1-2, force components in eV/Å:
1.4 -2.9 0.1
-3.1 -0.6 0.3

Summary:
LUMO level (spin up / spin down)   -4.21 / -4.99 eV
HOMO-LUMO gap (spin up / spin down)   9.05 / 7.85 eV
Charge   +1
Total energy   -2822.0399 Eh
E_HOMO (spin up / spin down)   -13.26 / -12.83 eV

[7]
The following is a DFT calculation (ωB97M-V with the def2-TZVPD basis set) of a 2-piece molecular cluster, C3H7BrNO overall in a non-equilibrium geometry.

Each line ends with the Mulliken charge.
Geometry (Å):
C -0.53856 -0.27259 2.12716  -0.33
C 0.40712 -0.40623 1.28359  0.01
C -0.40409 -0.42411 -0.84549  -0.24
N 0.68878 0.47676 -1.36685  -0.38
O -1.64146 0.02987 -0.64590  -0.37
Br 2.25934 -0.48650 1.27362  -0.05
H -0.14906 0.12087 3.18832  0.22
H -1.54146 -0.09371 1.86728  0.35
H -0.19009 -1.49033 -1.18371  0.42
H 1.58214 0.07817 -1.00159  0.24
H 0.85532 0.72412 -2.42090  0.38
H 0.66410 1.44788 -0.84046  0.43
H -1.99207 0.29580 -1.43507  0.31

Atoms 1-2, force components in eV/Å:
1.5 2.2 4.1
-0.1 -0.7 -5.1

Summary:
LUMO level   -3.96 eV
HOMO-LUMO gap   9.57 eV
Charge   +1
Total energy   -2822.1023 Eh
E_HOMO   -13.53 eV

[8]
The following is a DFT calculation (ωB97M-V with the def2-TZVPD basis set) of a 2-piece molecular cluster, C3H7BrNO2 overall in a non-equilibrium geometry.

Each line ends with the Mulliken charge.
Geometry (Å):
C 2.12146 0.48973 0.17988  0.63
C -1.47220 -1.28124 0.65689  -0.73
C -1.17969 -0.83620 -0.58211  0.05
N -1.41846 0.57992 -0.78816  -0.33
O 1.13700 0.45995 -0.52974  -0.56
O 2.26401 1.38312 1.19214  -0.43
Br 3.63785 -0.64986 0.02043  -0.06
H -1.66197 -0.57304 1.46389  0.29
H -1.28086 -2.37523 0.78863  0.27
H -0.94164 -1.29839 -1.58245  0.33
H -0.43868 0.89268 -0.59997  0.41
H -2.16453 1.00763 -0.18082  0.35
H -1.75044 0.84050 -1.77264  0.39
H 3.14817 1.36044 1.73402  0.38

Atoms 1-2, force components in eV/Å:
0.2 1.1 0.9
1.7 -1.3 -2.3

Summary:
LUMO level   -3.20 eV
HOMO-LUMO gap   11.51 eV
Charge   +1
Total energy   -2897.4763 Eh
E_HOMO   -14.70 eV

[9]
The following is a DFT calculation (ωB97M-V with the def2-TZVPD basis set) of C3H7BrS3 as an isolated structure in a non-equilibrium geometry.

Each line ends with the Mulliken charge.
Geometry (Å):
C 1.41504 -0.74172 -0.19292  -1.33
C 0.74420 0.27333 0.57905  0.02
C -1.20554 0.06104 0.09154  -0.25
S -2.19557 1.08599 1.28708  -0.14
S -1.74689 -1.65572 0.34520  -0.07
S -1.25169 0.43070 -1.68880  -0.13
Br 0.85909 0.01426 2.49910  -0.12
H 1.40246 -1.78305 0.15052  0.34
H 2.39689 -0.49258 -0.23430  0.49
H 1.04462 -0.64735 -1.23365  0.31
H 1.14305 1.17152 0.28081  0.44
H -3.28889 1.10666 0.53635  0.16
H -1.24723 -2.11378 -0.91367  0.14
H -1.67819 1.67114 -1.72097  0.14

Atoms 1-2, force components in eV/Å:
-1.6 -2.2 -1.3
-4.8 -2.3 1.1

Summary:
LUMO level   0.43 eV
HOMO-LUMO gap   9.39 eV
Total energy   -3886.9979 Eh
E_HOMO   -8.96 eV

[10]
The following is a DFT calculation (ωB97M-V with the def2-TZVPD basis set) of C3H7CaNO as an isolated structure in a non-equilibrium geometry.

Each line ends with the Mulliken charge.
Geometry (Å):
O -1.25874 0.29895 0.57259  -0.59
C -0.38466 -0.35906 0.01609  0.55
N 0.84188 0.16835 -0.25304  -0.12
C -0.57705 -1.79626 -0.41950  -1.09
C 1.16097 1.53513 0.11069  -0.80
H 1.54391 -0.41227 -0.71840  0.30
H 0.14357 -2.46207 0.08449  0.35
H -1.59823 -2.11758 -0.15386  0.30
H -0.44824 -1.89955 -1.51008  0.35
H 2.19717 1.75633 -0.19584  0.33
H 1.07718 1.68350 1.20045  0.26
H 0.48539 2.24601 -0.39413  0.26
Ca -3.18315 1.35851 1.66053  1.90

Atoms 1-2, force components in eV/Å:
-3.3 2.3 2.1
3.9 -1.5 -2.0

Summary:
LUMO level   -10.30 eV
HOMO-LUMO gap   7.08 eV
Charge   +2
Total energy   -925.5333 Eh
E_HOMO   -17.39 eV